(1)
ORCA calculation (ωB97M-V/def2-TZVPD) on a structure of composition C28H52CrP2.

Properties
Energy above the lowest of the compared OMol25 structures with the same formula, charge and spin (kcal/mol): 85.0
Electronic energy (Eh): -2824.734237
2S+1: 4
Total charge: +1
<S²>: 4.065

Each line ends with the Mulliken spin population.
CARTESIAN COORDINATES (ANGSTROEM)
Cr -1.803 1.394 -1.837  3.51
C 1.237 1.427 -1.012  -0.03
C 0.045 2.212 -0.635  -0.09
C 0.546 0.665 1.059  -0.15
C 1.461 0.450 -0.032  -0.02
C -0.241 1.783 0.759  0.06
C 2.067 1.617 -2.225  -0.01
H 1.589 2.333 -2.909  -0.01
H 2.174 0.657 -2.762  0.00
H 3.090 1.975 -1.999  0.00
C 2.638 -0.455 0.018  -0.01
H 3.241 -0.344 -0.894  0.00
H 2.415 -1.532 0.149  0.00
H 3.258 -0.127 0.872  0.00
C 0.640 -0.013 2.376  0.01
H 1.689 -0.057 2.696  0.00
H 0.263 -1.046 2.356  0.00
H 0.089 0.545 3.143  0.00
C -1.047 2.546 1.738  -0.02
H -0.407 3.108 2.446  0.00
H -1.677 1.879 2.350  0.00
H -1.710 3.270 1.242  0.00
C -0.077 3.656 -1.065  0.06
H 0.536 4.380 -0.493  0.00
H -1.126 3.974 -0.979  0.01
H 0.238 3.775 -2.110  0.01
C -2.521 -0.820 -5.211  0.00
C -1.613 0.148 -5.451  0.01
C -1.906 1.598 -5.618  -0.03
C -3.071 2.139 -4.831  0.05
C -3.119 1.618 -3.371  -0.14
C -3.979 0.570 -3.055  0.09
C -4.728 -0.267 -4.052  0.03
C -4.002 -0.722 -5.336  0.00
H -2.051 1.847 -6.681  0.00
H -3.997 1.980 -5.403  0.00
H -1.009 2.175 -5.365  -0.02
H -4.316 -0.084 -6.167  0.00
H -2.163 -1.859 -5.151  0.00
H -0.628 -0.150 -5.832  0.00
H -4.361 -1.727 -5.615  0.00
H -5.102 -1.190 -3.584  0.00
H -4.356 0.441 -2.035  -0.01
H -5.655 0.275 -4.327  0.00
H -2.971 3.233 -4.773  0.00
H -3.003 2.538 -2.668  0.06
P -0.950 -2.167 -2.167  -0.06
P -2.899 -0.417 0.046  0.09
C -2.763 -2.402 -2.159  0.01
C -3.595 -1.857 -0.939  -0.01
H -2.899 -3.494 -2.211  0.00
H -3.195 -2.021 -3.101  0.00
H -4.603 -1.552 -1.267  -0.01
H -3.749 -2.677 -0.216  0.00
C -2.999 -1.027 1.775  0.02
H -2.346 -0.389 2.401  0.00
H -2.645 -2.073 1.838  0.00
H -4.036 -0.976 2.165  0.00
C -4.115 1.030 0.253  -0.03
H -5.167 0.689 0.269  0.00
H -3.978 1.798 -0.535  0.02
H -3.887 1.535 1.212  0.00
C 0.083 -2.692 -3.526  -0.01
H 0.866 -1.951 -3.735  0.00
H -0.455 -2.856 -4.462  0.00
H 0.614 -3.606 -3.270  0.00
C -0.862 -0.316 -2.551  -0.14
H -0.766 1.014 -2.927  -0.26
H -1.711 -0.492 -3.229  0.01
H 0.055 -0.383 -3.160  -0.02
C 1.130 -3.758 0.946  0.00
C 0.726 -3.530 -0.517  0.00
C 0.264 -4.902 -1.083  0.00
C -0.364 -2.454 -0.553  0.05
H 0.259 -4.179 1.475  0.00
H 1.428 -2.820 1.438  0.00
H 1.974 -4.471 0.991  0.00
H 1.614 -3.199 -1.097  0.00
H -0.410 -5.381 -0.355  0.00
H -0.252 -4.843 -2.055  0.00
H 1.157 -5.541 -1.210  0.00
H -1.220 -2.802 0.025  -0.01
H -0.010 -1.545 -0.067  -0.03

Atoms 1-3, force components in eV/Å:
Cr 2.762 -2.081 3.427
C -0.572 -1.277 1.268
C 0.308 -0.508 0.549

(2)
ORCA calculation (ωB97M-V/def2-TZVPD) on a cluster of 8 separate species, C28H52N4O12 in total.

Properties
Structure (SMILES): O=C1CCCO1.O=C1CCCO1.O=C1CCCO1.O=C1CCCO1.CNC(C)=O.CNC(C)=O.CNC(C)=O.CNC(C)=O
Energy above the lowest of the compared OMol25 structures with the same formula, charge and spin (kcal/mol): 25.9
Electronic energy (Eh): -2220.062579

Each line ends with the Löwdin charge.
CARTESIAN COORDINATES (ANGSTROEM)
C 1.330 -19.205 16.881  0.01
C 1.049 -20.681 16.694  -0.54
O 1.285 -21.529 17.537  0.03
N 0.493 -20.944 15.499  0.02
C 0.110 -22.302 15.173  -0.09
H 2.339 -19.011 17.245  0.08
H 0.602 -18.704 17.519  0.06
H 1.207 -18.799 15.877  0.07
H 0.243 -20.223 14.838  0.07
H -0.655 -22.684 15.849  0.08
H 0.971 -22.971 15.181  0.09
H -0.348 -22.342 14.184  0.07
C 0.374 -25.632 13.308  0.01
C 0.902 -25.054 11.998  -0.57
O 2.067 -25.243 11.668  0.03
N 0.088 -24.268 11.324  0.01
C 0.412 -23.447 10.208  -0.08
H -0.076 -24.861 13.934  0.06
H 1.180 -26.233 13.728  0.09
H -0.430 -26.324 13.058  0.08
H -0.835 -24.152 11.719  0.14
H 1.463 -23.172 10.126  0.08
H -0.226 -22.565 10.262  0.07
H 0.199 -23.944 9.262  0.09
C -0.912 -19.460 10.643  0.00
C -0.037 -19.947 11.803  -0.51
O -0.383 -19.858 13.010  0.00
N 1.110 -20.448 11.416  0.01
C 2.072 -21.033 12.314  -0.04
H -1.748 -20.126 10.429  0.08
H -0.385 -19.204 9.724  0.07
H -1.216 -18.439 10.874  0.08
H 1.333 -20.528 10.434  0.14
H 1.591 -21.381 13.228  0.06
H 2.890 -20.358 12.566  0.09
H 2.508 -21.902 11.821  0.08
C 7.207 -22.378 17.971  0.00
C 6.140 -22.346 19.105  -0.61
O 6.132 -23.148 19.956  0.09
N 5.177 -21.441 18.928  0.01
C 3.993 -21.360 19.738  -0.08
H 6.697 -22.606 17.035  0.07
H 8.052 -23.054 18.100  0.08
H 7.531 -21.342 17.873  0.07
H 5.298 -20.787 18.168  0.13
H 3.730 -22.296 20.231  0.09
H 3.121 -20.912 19.262  0.05
H 4.194 -20.757 20.624  0.08
O -1.746 -26.568 19.689  0.10
C -1.027 -25.620 19.913  -0.50
O -0.890 -25.102 21.130  0.04
C 0.112 -24.077 21.148  -0.12
C 0.102 -23.609 19.656  -0.15
C -0.164 -24.923 18.882  -0.05
H 1.097 -24.382 21.500  0.13
H -0.215 -23.260 21.792  0.11
H 1.089 -23.171 19.503  0.08
H -0.528 -22.765 19.373  0.10
H 0.683 -25.522 18.548  0.13
H -0.802 -24.639 18.045  0.12
O -3.066 -22.243 16.931  0.08
C -2.926 -21.054 16.656  -0.45
O -2.857 -20.084 17.586  0.01
C -3.006 -18.787 17.046  -0.16
C -2.461 -18.944 15.619  -0.12
C -2.894 -20.427 15.245  -0.04
H -2.417 -18.017 17.544  0.10
H -4.014 -18.380 17.135  0.13
H -1.375 -18.854 15.629  0.08
H -3.024 -18.256 14.989  0.11
H -2.279 -21.069 14.614  0.09
H -3.886 -20.406 14.794  0.12
O -0.958 -20.146 23.790  0.08
C -0.681 -20.052 22.591  -0.50
O 0.549 -19.828 22.224  0.06
C 0.656 -19.837 20.812  -0.14
C -0.782 -19.602 20.272  -0.14
C -1.604 -20.140 21.406  -0.08
H 1.165 -20.748 20.497  0.10
H 1.264 -18.984 20.514  0.12
H -0.954 -20.179 19.364  0.09
H -0.928 -18.560 19.985  0.11
H -2.114 -21.094 21.272  0.13
H -2.440 -19.501 21.690  0.13
O -0.295 -16.789 16.423  0.08
C -0.453 -15.708 16.961  -0.45
O -1.556 -15.412 17.609  0.05
C -1.470 -14.105 18.135  -0.15
C -0.026 -13.624 18.016  -0.15
C 0.525 -14.503 16.918  -0.07
H -1.838 -14.043 19.159  0.13
H -2.171 -13.494 17.566  0.13
H 0.650 -13.798 18.854  0.12
H 0.063 -12.598 17.661  0.12
H 1.578 -14.761 17.036  0.13
H 0.391 -14.005 15.958  0.13

Atoms 1-3, force components in eV/Å:
C -0.050 -0.125 -0.704
C 0.012 0.883 0.454
O 0.058 -0.336 0.128